[1]
{"formula": "HINO", "method": "the ωB97M-V functional and the def2-TZVPD basis", "symbols": ["N", "O", "I", "H"], "coordinates": [[-0.4908, -0.1426, -0.2279], [-0.1798, -0.5329, -1.3238], [0.2329, 2.0200, 0.3646], [0.4377, -1.3444, 1.1871]], "atomic_forces_ev_per_a": [[0.2, -2.7, -1.8], [-0.5, 1.0, 1.9], [0.5, 1.3, 0.3], [-0.3, 0.4, -0.4]], "nbo_charge": [0.004, -0.388, -0.468, -0.148], "homo_ha": [-0.1114, -0.1298], "mol_weight_g_mol": 157.92, "de_lowest_kcal_mol": 59.3, "orbital_gap_ev": [6.56, 7.42], "total_charge": -1, "lumo_ev": [3.53, 3.88], "e_tot_ha": -428.1880}

[2]
{"formula": "HIO4S", "method": "the ωB97M-V functional and the def2-TZVPD basis", "symbols": ["O", "S", "O", "I", "O", "O", "H"], "coordinates": [[-1.2229, 0.8570, -1.1403], [-0.7924, 0.4835, 0.1825], [-1.3007, 1.2460, 1.2860], [-1.3112, -1.9145, 0.4133], [1.2607, 0.5302, 0.3699], [1.6281, -0.6261, -0.0525], [1.7384, -0.5761, -1.0589]], "atomic_forces_ev_per_a": [[0.9, -0.5, 0.5], [0.5, 1.4, 0.4], [0.5, -0.6, -0.3], [0.4, 0.4, 0.0], [-4.1, 2.7, 0.6], [1.8, -3.5, -2.7], [-0.1, 0.1, 1.6]], "nbo_charge": [-0.861, 1.895, -0.853, 0.023, -0.296, -0.364, 0.456], "homo_ha": [-0.3848, -0.3847], "mol_weight_g_mol": 223.97, "de_lowest_kcal_mol": 21.0, "smiles": "O=S(=O)(I)OO", "orbital_gap_ev": [8.06, 8.06], "lumo_ev": [-2.41, -2.41], "e_tot_ha": -997.2696}

[3]
{"formula": "HIS2", "method": "the ωB97M-V functional and the def2-TZVPD basis", "symbols": ["S", "S", "I", "H"], "coordinates": [[1.3466, -0.1827, 1.5157], [-2.0427, 0.3609, -1.8685], [-0.6533, 1.0804, -0.1581], [1.3493, -1.2586, 0.5108]], "atomic_forces_ev_per_a": [[-1.4, -1.4, -3.0], [0.7, -0.1, 0.8], [0.5, -0.3, 0.4], [0.2, 1.7, 1.8]], "nbo_charge": [-0.340, -0.352, 0.529, 0.163], "homo_ha": [-0.3297, -0.3295], "mol_weight_g_mol": 192.05, "de_lowest_kcal_mol": 64.6, "orbital_gap_ev": [5.53, 5.52], "lumo_ev": [-3.44, -3.44], "e_tot_ha": -1094.5589}

[4]
{"formula": "HN2O3P", "method": "the ωB97M-V functional and the def2-TZVPD basis", "symbols": ["O", "N", "O", "P", "N", "O", "H"], "coordinates": [[1.0669, -0.6333, 2.4654], [1.7414, -0.7924, 1.5252], [0.9093, -0.5482, 0.1240], [-0.4354, -0.4506, -0.7975], [-0.6094, 1.1957, -1.3121], [-1.2883, 1.5916, -2.2160], [-1.3844, -0.3628, 0.2111]], "atomic_forces_ev_per_a": [[2.9, -0.7, -3.5], [-4.2, 1.3, 2.8], [1.1, 0.0, -0.4], [0.3, -1.8, 0.1], [1.4, 1.6, 1.0], [-0.7, -0.5, -0.3], [-0.8, 0.2, 0.4]], "nbo_charge": [-0.147, 0.534, -0.894, 1.045, -0.200, -0.247, -0.091], "homo_ha": [-0.3006, -0.3133], "mol_weight_g_mol": 107.99, "de_lowest_kcal_mol": 32.8, "smiles": "O=NOPN=O", "orbital_gap_ev": [6.46, 6.82], "lumo_ev": [-1.72, -1.70], "e_tot_ha": -676.9634}